--- A ---
# C6H9N3O2

An isolated molecule of C6H9N3O2 (ωB97M-V/def2-TZVPD, the OMol25 dataset).

The lowest unoccupied orbital energy (spin up / spin down) comes out at -1.00 / -0.29 eV. Its frontier orbital gap (spin up / spin down) is 7.74 / 7.44 eV. The calculation puts the highest occupied orbital energy (spin up / spin down) at -8.74 / -7.73 eV.

Positions of all 20 atoms, in Å:
H1 -0.926 0.919 2.288
H2 0.683 0.003 2.790
C1 0.936 -0.563 -2.023
C2 0.253 0.210 0.720
H3 -0.844 -0.869 2.190
N1 0.321 0.595 -2.307
H4 2.280 -0.496 0.818
N2 0.219 -1.734 -1.788
C3 -0.235 0.098 2.166
C4 -0.802 0.729 -0.165
O1 2.734 0.611 -2.349
H5 1.073 1.361 -2.620
H6 -1.447 1.635 -1.978
H7 -1.688 1.119 0.268
N3 2.236 -0.544 -2.174
H8 0.935 -2.432 -1.571
O2 2.925 -1.573 -2.129
H9 -0.746 -1.847 -1.396
C5 -0.715 1.031 -1.505
C6 1.452 -0.081 0.351

=====

--- B ---
# C6H9N3O2

A cluster of 2 separate species, C6H9N3O2 in total (ωB97M-V/def2-TZVPD, the OMol25 dataset).

The lowest unoccupied orbital energy comes out at 0.64 eV. Its frontier orbital gap is 8.69 eV. The calculation puts the highest occupied orbital energy at -8.05 eV. Its SMILES is [H]/N=C1/C[C@@]12OC=C/C2=N\O.N.

Positions of all 20 atoms, in Å:
C1 -1.397 -1.295 0.016
H1 0.675 1.827 1.693
H2 -3.047 1.113 0.095
C2 0.532 -0.948 -0.983
H3 4.811 1.101 0.410
H4 1.584 -0.975 -1.303
H5 -0.338 -3.037 -0.400
H6 -1.842 1.933 -1.025
C3 -0.209 -1.960 -0.446
C4 -1.108 0.116 -0.084
C5 -0.961 1.447 0.664
O1 -0.039 0.284 -0.944
N1 3.911 1.578 0.231
C6 -2.071 1.257 -0.248
H7 4.038 2.602 0.331
N2 -0.202 2.214 1.292
N3 -2.479 -1.879 0.419
H8 -3.257 -3.507 0.799
H9 3.808 1.444 -0.826
O2 -2.411 -3.316 0.309

=====

Top of the stability list: B, leading by 1.940 eV.

=====

--- A ---
# C5H12NP

A cluster of 2 separate species, C5H12NP in total (ωB97M-V/def2-TZVPD, the OMol25 dataset).

The lowest unoccupied orbital energy (spin up / spin down) comes out at 0.26 / -0.12 eV. Its frontier orbital gap (spin up / spin down) is 7.73 / 7.90 eV. The calculation puts the highest occupied orbital energy (spin up / spin down) at -7.48 / -8.02 eV.

Positions of all 19 atoms, in Å:
C1 1.190 -0.680 0.873
H1 2.517 0.743 -0.043
H2 -0.417 -2.119 0.300
N1 -0.557 1.382 1.028
H3 1.856 -1.488 0.761
H4 -0.394 -1.630 1.934
C2 -1.581 -0.454 -2.375
H5 -1.226 -1.489 -2.513
H6 0.452 2.404 -0.376
H7 1.264 2.115 1.238
H8 -2.617 -0.372 -2.064
H9 1.463 -0.231 1.878
C3 -0.256 -1.225 0.958
C4 0.661 1.660 0.379
C5 1.422 0.422 -0.129
H10 1.297 0.128 -1.149
P1 -1.334 0.109 0.575
H11 -2.498 0.256 1.471
H12 -1.243 0.470 -2.747

=====

--- B ---
# C5H12NP

A cluster of 2 separate species, C5H12NP in total (ωB97M-V/def2-TZVPD, the OMol25 dataset).

The lowest unoccupied orbital energy (spin up / spin down) comes out at 0.21 / 0.80 eV. Its frontier orbital gap (spin up / spin down) is 7.68 / 7.79 eV. The calculation puts the highest occupied orbital energy (spin up / spin down) at -7.48 / -7.00 eV.

Positions of all 19 atoms, in Å:
C1 -0.654 1.093 0.486
H1 -0.089 -4.583 0.091
C2 1.603 1.654 -0.223
H2 -1.215 1.063 -0.483
C3 0.193 -0.114 0.575
H3 0.098 -4.650 -1.519
H4 1.649 1.676 -1.336
H5 2.020 -0.563 -0.545
H6 -0.007 -0.829 1.278
H7 -1.454 -2.780 0.336
H8 2.327 0.179 1.016
H9 -1.406 1.288 1.319
H10 2.548 2.216 -0.112
C4 1.643 0.205 0.166
H11 -0.051 3.249 -0.086
C5 0.408 2.342 0.452
N1 -0.483 -4.233 -0.795
P1 -1.382 -2.805 -1.090
H12 0.766 2.587 1.433

=====

Top of the stability list: B, leading by 0.870 eV.